[1]
DFT (ωB97M-V/def2-TZVPD) results for a structure of composition C48H56AsBiBrN5O5PS.

Each line ends with the Löwdin charge.
Positions of all 119 atoms, in Å:
Bi 0.1275 1.0882 0.4555  1.66
N -1.1568 -1.0980 -2.7004  0.06
N 0.0230 -1.8164 -2.9761  0.03
C 0.8237 -2.2273 -1.9681  -0.63
O 1.9231 -2.6926 -2.0783  0.10
O 0.2441 -2.1131 -0.7015  -0.16
H -1.8605 -1.3673 -3.3768  0.01
H -0.9935 -0.0982 -2.8056  0.02
H 0.5356 -1.5609 -3.8210  0.09
C -0.2681 -5.0136 -2.0448  -0.10
C -0.2648 -4.8016 -0.5161  -0.43
C 1.1216 -5.1636 0.0297  -0.09
P -0.8100 -3.1260 -0.0419  1.01
C -0.5600 -2.8444 1.7321  -0.44
C 0.8698 -2.4855 2.1450  -0.08
C -1.1553 -4.0179 2.5210  -0.10
C -2.4846 -2.9529 -0.4480  -0.25
C -3.2179 -3.9955 -1.0668  -0.07
C -4.5578 -3.8983 -1.3238  -0.30
C -5.3311 -5.0071 -1.9861  -0.07
C -5.2058 -2.6997 -0.9257  -0.05
C -4.5502 -1.6864 -0.2997  0.00
C -3.1336 -1.7475 -0.0323  -0.34
N -2.4477 -0.8008 0.5650  0.01
C -3.1754 0.2311 1.2045  -0.27
C -3.3525 1.4835 0.5964  -0.23
C -3.0333 1.7026 -0.8583  -0.06
C -3.9048 2.5322 1.3292  -0.01
C -4.3290 2.3746 2.6357  -0.28
C -4.9135 3.5223 3.4169  -0.06
C -4.2257 1.1066 3.1979  -0.03
C -3.6691 0.0398 2.5097  -0.23
C -3.6098 -1.3069 3.1871  -0.04
H -0.3981 -6.0761 -2.2578  0.09
H 0.6897 -4.7054 -2.4639  0.07
H -1.0490 -4.4622 -2.5656  0.07
H -1.0100 -5.4534 -0.0530  0.11
H 1.8662 -4.4319 -0.2842  0.07
H 1.4122 -6.1325 -0.3827  0.08
H 1.1405 -5.2453 1.1139  0.06
H -1.1824 -1.9623 1.9046  0.08
H 1.6163 -3.1900 1.7859  0.06
H 0.9144 -2.4652 3.2366  0.09
H 1.1304 -1.4851 1.8009  0.03
H -0.5020 -4.8922 2.5076  0.07
H -2.1344 -4.3132 2.1378  0.08
H -1.2855 -3.7158 3.5609  0.08
H -2.7223 -4.9155 -1.3430  0.09
H -4.6705 -5.8286 -2.2667  0.07
H -5.8294 -4.6583 -2.8943  0.07
H -6.1061 -5.4118 -1.3292  0.07
H -6.2679 -2.5938 -1.1282  0.11
H -5.0814 -0.7931 0.0028  0.11
H -2.7552 0.7724 -1.3498  0.05
H -2.2246 2.4264 -0.9956  0.06
H -3.9106 2.1024 -1.3728  0.08
H -4.0008 3.5010 0.8492  0.12
H -4.8224 4.4565 2.8635  0.07
H -4.4025 3.6476 4.3736  0.07
H -5.9726 3.3582 3.6308  0.07
H -4.5818 0.9420 4.2120  0.12
H -3.0064 -1.2623 4.0983  0.08
H -3.1906 -2.0689 2.5354  0.05
H -4.6135 -1.6303 3.4722  0.08
O -0.1453 3.0977 0.8719  -0.55
O 0.2353 2.9854 -0.5932  -0.60
C -0.3713 0.9978 3.4905  -0.26
O 0.6360 0.6787 2.5662  -0.62
H -1.2906 0.4142 3.3426  0.05
H -0.6567 2.0581 3.4460  0.07
H -0.0237 0.7938 4.5127  0.07
S 2.2629 0.3250 -4.6133  0.49
C 2.1210 0.4653 -2.9858  -0.99
N 2.0186 0.5634 -1.8243  -0.01
Br -3.2528 0.2256 -4.8686  0.75
C -1.9702 1.6393 -4.7278  -0.72
C -2.0338 2.6914 -5.6271  -0.12
C -1.0863 3.6953 -5.4774  -0.07
C -0.1502 3.5990 -4.4616  -0.04
C -0.1907 2.4916 -3.6304  -0.14
N -1.0954 1.5197 -3.7661  0.04
H -2.7831 2.7150 -6.4042  0.09
H -1.0837 4.5389 -6.1567  0.10
H 0.6050 4.3567 -4.3044  0.11
H 0.5066 2.3837 -2.8095  0.07
C 5.1125 3.1240 4.5162  -0.11
C 3.8574 2.5453 4.6110  -0.09
C 3.1774 2.1441 3.4636  -0.08
C 3.7577 2.3273 2.2148  -0.35
C 5.0237 2.9047 2.1241  -0.11
C 5.6977 3.3013 3.2669  -0.09
As 2.8760 1.7170 0.5644  1.29
C 3.2086 3.3050 -0.5002  -0.36
C 3.5545 3.2964 -1.8465  -0.11
C 3.6640 4.4915 -2.5466  -0.09
C 3.4055 5.6983 -1.9142  -0.10
C 3.0352 5.7072 -0.5761  -0.08
C 2.9378 4.5185 0.1279  -0.11
C 4.2244 0.3698 0.1954  -0.37
C 5.1462 0.3992 -0.8418  -0.09
C 6.0467 -0.6460 -0.9994  -0.08
C 6.0272 -1.7264 -0.1293  -0.10
C 5.1071 -1.7579 0.9086  -0.09
C 4.2109 -0.7131 1.0702  -0.11
H 5.6370 3.4397 5.4100  0.09
H 3.3976 2.4039 5.5817  0.10
H 2.1959 1.6868 3.5166  0.07
H 5.4854 3.0442 1.1531  0.10
H 6.6814 3.7475 3.1845  0.10
H 3.7039 2.3650 -2.3714  0.06
H 3.9418 4.4707 -3.5935  0.10
H 3.4785 6.6279 -2.4656  0.09
H 2.8086 6.6421 -0.0790  0.10
H 2.6168 4.5324 1.1616  0.11
H 5.1679 1.2270 -1.5346  0.09
H 6.7585 -0.6187 -1.8151  0.10
H 6.7229 -2.5449 -0.2649  0.09
H 5.0811 -2.5999 1.5892  0.10
H 3.4929 -0.7383 1.8849  0.10

Its max |F| is 0.69 eV/Å. For the orbital gap, the calculation gives 6.9 eV. The calculation puts the lowest unoccupied orbital energy at 0.0833 Ha. For the HOMO energy, the calculation gives -0.1704 Ha. As for the charge: -1.

=====

[2]
DFT (ωB97M-V/def2-TZVPD) results for a cluster of 12 separate species, C48H56Cl8N8 in total in a non-equilibrium geometry.

Each line ends with the Löwdin charge.
Positions of all 120 atoms, in Å:
C 11.6413 14.4194 10.5973  -0.06
C 11.3320 13.1907 11.2878  -0.06
C 11.4585 13.1197 12.6639  -0.15
N 11.7922 14.1853 13.4237  0.05
C 12.1200 15.2940 12.7831  -0.16
C 12.0924 15.4941 11.3716  -0.06
H 11.5527 14.5584 9.5341  0.09
H 11.0325 12.3740 10.6466  0.09
H 11.1849 12.2198 13.2039  0.10
H 12.2578 16.1701 13.4523  0.08
H 12.3251 16.5053 10.9095  0.11
C 17.6947 10.3970 14.5736  -0.07
C 16.7899 11.3451 14.1253  -0.06
C 16.9679 11.8259 12.8074  -0.17
N 17.9810 11.4780 12.0549  0.04
C 18.7613 10.4946 12.4813  -0.18
C 18.7613 9.9325 13.7445  -0.04
H 17.4845 10.0576 15.5648  0.09
H 16.0415 11.8175 14.7351  0.08
H 16.4279 12.6835 12.4146  0.10
H 19.5541 10.2327 11.7355  0.12
H 19.4585 9.1142 13.9552  0.11
C 19.4689 15.6505 14.1633  -0.08
C 19.3025 16.9899 14.1581  -0.16
C 18.0735 17.5352 13.9702  -0.21
N 16.9508 16.8304 13.8182  0.07
C 17.0921 15.4930 13.8812  -0.13
C 18.3285 14.8552 14.0433  -0.04
H 20.4988 15.3032 14.1631  0.10
H 20.2332 17.5947 14.1759  0.04
H 17.9348 18.6036 13.9610  0.08
H 16.1448 14.9366 13.8090  0.11
H 18.4028 13.7699 13.9887  0.09
C 19.9319 18.5092 18.7230  -0.04
C 19.4320 18.1450 17.4401  -0.05
C 18.2217 17.5007 17.3876  -0.18
N 17.4118 17.2944 18.4442  0.05
C 17.8540 17.5808 19.6458  -0.16
C 19.1020 18.2208 19.8154  -0.06
H 20.8357 19.0423 18.8558  0.09
H 19.9364 18.3124 16.5123  0.08
H 17.7572 17.2951 16.4231  0.08
H 17.1378 17.2358 20.4384  0.12
H 19.3423 18.5638 20.8433  0.11
C 21.3548 14.4781 17.8105  -0.06
C 19.9736 14.4088 17.6180  -0.06
C 19.4736 13.4614 16.6953  -0.14
N 20.2825 12.6122 16.0389  0.06
C 21.5717 12.7278 16.1451  -0.17
C 22.2075 13.6637 17.0183  -0.05
H 21.7063 15.1922 18.5454  0.10
H 19.2556 14.9852 18.1331  0.07
H 18.3943 13.2837 16.6351  0.10
H 22.1968 12.0380 15.5237  0.11
H 23.2392 13.5635 17.1416  0.06
C 18.8465 19.4628 9.2327  -0.04
C 19.5623 18.8904 8.1511  -0.05
C 20.0343 17.5832 8.3544  -0.16
N 19.8931 16.8929 9.4733  0.06
C 19.2260 17.4876 10.4954  -0.17
C 18.6628 18.7007 10.4283  -0.10
H 18.3385 20.4267 9.2228  0.10
H 19.5329 19.4398 7.2126  0.10
H 20.5416 17.0382 7.5791  0.10
H 19.1407 16.8297 11.4103  0.11
H 18.0960 18.9842 11.3078  0.09
C 15.3843 16.9305 10.4204  -0.07
C 15.1604 18.0680 11.2221  -0.10
C 14.4586 19.1306 10.6767  -0.16
N 13.9506 19.1525 9.4435  0.05
C 14.1289 18.0893 8.6757  -0.16
C 14.8769 16.9563 9.0948  -0.06
H 15.9050 16.0807 10.8609  0.10
H 15.7295 18.1576 12.1431  0.06
H 14.3666 19.9835 11.3056  0.09
H 13.7088 18.1530 7.6605  0.10
H 14.9462 16.1432 8.4093  0.08
C 13.9838 14.3110 16.0476  -0.06
C 13.6772 12.9652 16.1844  -0.07
C 14.3384 12.1528 17.1872  -0.17
N 15.2449 12.6509 17.9817  0.04
C 15.5954 13.9713 17.8150  -0.15
C 15.0155 14.7918 16.8976  -0.08
H 13.4486 14.9106 15.3424  0.06
H 12.8673 12.5141 15.6159  0.08
H 14.0890 11.0684 17.2764  0.11
H 16.3491 14.3472 18.5069  0.09
H 15.3636 15.7896 16.9138  0.07
Cl 13.8927 18.3502 14.8510  0.56
C 14.0133 19.1124 16.4550  -0.63
C 15.4775 19.4904 16.7624  -0.69
Cl 16.0815 20.7363 15.6964  0.57
H 13.8356 18.3106 17.1271  0.05
H 13.3589 19.9796 16.5842  0.08
H 16.1277 18.6184 16.4432  0.03
H 15.6199 19.7676 17.8006  0.07
Cl 22.2102 12.7881 12.1931  0.52
C 21.4313 13.9614 11.0743  -0.67
C 20.5069 13.2748 10.0478  -0.63
Cl 21.4459 12.1909 8.9552  0.51
H 22.1795 14.5699 10.6010  0.04
H 20.8672 14.7187 11.6522  0.04
H 20.0891 14.1645 9.5505  0.06
H 19.7544 12.7006 10.5668  0.03
Cl 19.8110 24.2156 14.1013  0.56
C 20.0825 22.6864 13.2828  -0.70
C 19.6998 21.4299 14.1290  -0.60
Cl 20.5847 20.0545 13.3944  0.59
H 21.1505 22.6383 13.1059  0.04
H 19.5815 22.7199 12.3208  0.07
H 18.6531 21.1564 13.9942  0.03
H 19.9756 21.5356 15.2140  0.09
Cl 22.8278 16.8980 12.5635  0.62
C 23.8185 16.1565 13.8176  -0.70
C 23.4953 16.8561 15.0679  -0.71
Cl 24.6964 16.2713 16.2287  0.59
H 24.9071 16.2525 13.6340  0.08
H 23.5439 15.1073 13.9030  0.05
H 22.4819 16.7896 15.5122  0.07
H 23.6859 17.9289 14.9512  0.07

Its max |F| is 3.43 eV/Å. For the orbital gap, the calculation gives 9.7 eV. The calculation puts the lowest unoccupied orbital energy at 0.0103 Ha. For the HOMO energy, the calculation gives -0.3463 Ha. Its SMILES is c1ccncc1.c1ccncc1.c1ccncc1.c1ccncc1.c1ccncc1.c1ccncc1.c1ccncc1.c1ccncc1.ClCCCl.ClCCCl.ClCCCl.ClCCCl.